ORCA calculation (the ωB97M-V functional and the def2-TZVPD basis) on a 13-piece molecular cluster, C17H60N4O13 overall in a non-equilibrium geometry.

Summary:
Electronic energy: -51172.738 eV
Energy above the lowest of the compared OMol25 structures with the same formula, charge and spin: 191.8 kcal/mol
Kohn-Sham gap: 8.8 eV

```
94
Properties=species:S:1:pos:R:3:forces:R:3
C -7.717000 3.826000 -4.979000 -0.700 2.303 0.695
C -6.366000 4.460000 -5.094000 2.510 0.420 -0.268
O -5.329000 3.456000 -5.193000 -1.797 -0.318 0.686
H -8.372000 4.681000 -4.681000 0.009 -0.577 -0.394
H -7.730000 3.211000 -4.118000 -0.066 -1.150 0.644
H -8.156000 3.359000 -5.860000 0.485 -0.071 -0.011
H -5.987000 5.121000 -4.265000 -1.364 -0.596 0.055
H -6.288000 5.172000 -5.924000 -0.302 -0.433 -0.370
H -4.623000 3.788000 -5.723000 0.991 0.268 -0.894
C 1.724000 3.986000 -5.960000 -0.389 1.902 1.266
C 3.202000 4.386000 -5.930000 -3.034 0.654 -1.552
O 3.703000 3.770000 -4.817000 2.171 -0.468 0.737
H 1.020000 4.648000 -6.487000 0.544 -0.660 -0.660
H 1.325000 4.120000 -4.958000 0.293 0.395 0.622
H 1.579000 2.953000 -6.032000 -0.217 -1.636 -1.194
H 3.190000 5.484000 -5.922000 0.586 0.077 0.307
H 3.651000 4.069000 -6.863000 0.512 -0.172 -0.154
H 4.653000 3.680000 -5.005000 -0.355 -0.145 0.692
C 2.175000 4.879000 -9.331000 1.680 0.239 0.327
C 1.725000 3.466000 -9.574000 -0.840 0.826 0.325
O 0.355000 3.607000 -9.938000 -0.849 -0.630 -0.492
H 1.381000 5.307000 -8.737000 0.136 0.611 0.010
H 2.391000 5.422000 -10.261000 -0.734 -0.082 0.147
H 3.124000 4.982000 -8.783000 -0.266 -0.327 0.145
H 1.718000 2.842000 -8.663000 0.312 0.129 -0.543
H 2.223000 3.046000 -10.407000 0.907 -0.932 -0.509
H 0.178000 3.703000 -10.887000 0.244 -0.094 0.331
C 0.203000 8.486000 -6.047000 2.365 1.611 -0.661
C -0.083000 7.285000 -6.917000 1.059 0.395 1.700
O -0.993000 6.432000 -6.315000 -0.936 -0.752 1.736
H 0.960000 8.997000 -6.672000 -0.442 0.514 -0.076
H 0.876000 8.477000 -5.123000 -1.559 -1.034 -0.713
H -0.637000 9.179000 -5.949000 0.061 -0.313 0.239
H 0.826000 6.769000 -7.181000 0.829 -0.416 0.365
H -0.416000 7.559000 -7.883000 -1.107 0.666 -0.759
H -0.847000 6.393000 -5.338000 -0.021 0.006 -1.222
C -3.207000 5.129000 -11.107000 5.570 -3.718 -0.604
O -2.172000 4.244000 -11.414000 -4.684 4.053 0.972
N -3.352000 5.609000 -9.918000 0.994 0.040 3.671
N -4.056000 5.642000 -11.918000 -2.865 1.146 -3.789
H -2.694000 5.173000 -9.281000 -0.279 0.835 0.584
H -4.016000 6.319000 -9.607000 0.475 -0.737 -0.327
H -4.032000 5.284000 -12.858000 -0.344 0.329 -0.175
H -4.819000 6.282000 -11.599000 1.232 -1.204 -0.715
C -2.346000 3.605000 -7.922000 -4.086 0.417 6.209
O -3.292000 3.552000 -6.890000 4.639 0.492 -4.869
N -2.323000 2.759000 -8.881000 -2.660 -4.557 -2.383
N -1.345000 4.440000 -8.034000 1.382 2.439 0.903
H -3.034000 2.012000 -8.905000 0.280 0.530 0.646
H -1.896000 2.823000 -9.785000 0.771 0.814 -0.378
H -1.053000 5.122000 -7.337000 -0.847 -0.325 0.280
H -0.689000 4.277000 -8.785000 0.148 -0.334 -0.244
C -4.642000 2.112000 -11.379000 2.236 -1.948 0.005
O -5.827000 1.420000 -11.193000 -2.516 0.068 0.750
H -4.029000 2.068000 -10.473000 -0.146 0.288 -0.290
H -4.606000 3.079000 -11.794000 -0.981 1.582 -0.105
H -4.047000 1.567000 -12.168000 -0.639 0.048 0.850
H -6.442000 1.727000 -10.456000 1.802 -0.170 -1.425
C -4.800000 0.789000 -7.212000 -2.370 0.714 0.668
O -3.979000 0.438000 -8.266000 1.682 -0.955 -0.729
H -5.759000 1.255000 -7.577000 1.347 0.316 0.053
H -4.303000 1.393000 -6.457000 -0.217 0.288 -0.107
H -5.232000 -0.080000 -6.770000 0.017 -1.073 0.763
H -3.250000 -0.090000 -7.858000 -0.927 0.636 -0.836
C -1.109000 0.643000 -7.011000 0.881 0.131 -0.904
O -0.217000 1.077000 -8.048000 -0.839 0.775 0.370
H -0.571000 0.324000 -6.148000 0.520 -0.018 0.724
H -1.717000 -0.180000 -7.304000 -0.069 -1.241 -0.587
H -1.816000 1.395000 -6.791000 -0.570 1.053 0.682
H -0.636000 1.929000 -8.344000 0.758 -1.258 -0.093
C -1.331000 3.082000 -4.644000 -1.279 -2.190 0.658
O -0.678000 3.435000 -3.489000 0.898 0.382 2.965
H -0.537000 2.751000 -5.225000 0.665 -0.317 -2.590
H -1.943000 3.877000 -4.941000 -0.282 1.399 -1.008
H -2.094000 2.248000 -4.596000 0.789 0.394 0.551
H 0.035000 2.811000 -3.245000 -0.822 0.431 -0.392
C -4.138000 6.842000 -6.404000 2.461 -1.380 -0.496
O -5.396000 7.229000 -6.857000 -1.457 -0.056 0.371
H -3.991000 6.176000 -5.479000 -1.449 0.827 -1.330
H -3.500000 7.673000 -6.208000 0.351 1.118 0.361
H -3.576000 6.309000 -7.200000 -0.360 -0.132 0.443
H -5.397000 7.569000 -7.765000 0.449 -0.235 0.641
C -1.672000 0.058000 -11.017000 1.501 -1.365 0.574
O -1.052000 1.297000 -11.246000 0.917 -0.467 -0.153
H -2.483000 0.185000 -10.412000 -2.824 0.662 1.099
H -1.079000 -0.596000 -10.314000 0.090 0.352 -1.106
H -1.935000 -0.436000 -11.939000 -0.086 -0.380 -0.244
H -0.157000 0.956000 -11.360000 0.330 1.111 -0.127
C -0.131000 6.876000 -10.340000 1.516 -0.455 1.233
O 0.232000 6.345000 -11.584000 4.185 3.916 0.795
H -0.355000 6.075000 -9.628000 0.291 0.153 -0.043
H -1.005000 7.419000 -10.407000 -2.115 1.504 -0.322
H 0.623000 7.550000 -9.895000 0.043 -0.489 -0.513
H -0.399000 5.742000 -11.679000 -4.222 -4.454 -1.493
```
Positions in Å, forces in eV/Å.

ORCA calculation (the ωB97M-V functional and the def2-TZVPD basis) on a 2-piece molecular cluster, C2H10N4 overall in a non-equilibrium geometry.

Summary:
2S+1: 3
Expectation value of S²: 2.008
Electronic energy: -8190.344 eV
Kohn-Sham gap (spin up / spin down): 6.9 / 7.7 eV

```
16
Properties=species:S:1:pos:R:3:forces:R:3
C 1.417582 -1.164329 0.476242 -1.236 -2.539 0.279
C 1.899295 1.098025 -0.031095 1.461 -0.827 1.267
N -1.909108 0.671449 -0.136379 -0.235 1.807 0.308
N -3.814420 -0.236117 -0.273971 -4.096 -1.665 -1.103
N 1.186703 -0.114128 -0.440781 -0.070 1.086 -0.083
N -2.576969 -0.443282 0.029392 3.342 -2.065 0.521
H 0.910883 -1.971363 -0.083896 0.013 -0.462 1.048
H 2.476844 -1.537764 0.510570 -0.590 0.723 0.685
H 0.855480 -1.048561 1.489505 1.410 -0.058 -1.583
H 1.668922 1.885984 -0.683542 -0.095 1.198 -1.027
H 1.474458 1.411848 0.994157 0.827 -0.625 -1.396
H 3.103796 1.007866 0.060546 -2.642 0.016 -0.172
H -2.607001 1.375840 -0.401535 1.413 0.577 0.184
H -0.895258 0.658442 -0.216303 -0.157 -0.048 -0.228
H 1.134222 -0.530684 -1.397448 0.760 1.611 1.007
H -4.325434 -1.063222 0.104542 -0.104 1.270 0.294
```
Positions in Å, forces in eV/Å.

ORCA calculation (the ωB97M-V functional and the def2-TZVPD basis) on a 2-piece molecular cluster, C8H20ClNO overall in a non-equilibrium geometry.

Summary:
Electronic energy: -24677.772 eV
Energy above the lowest of the compared OMol25 structures with the same formula, charge and spin: 15.8 kcal/mol
Kohn-Sham gap: 8.0 eV

```
31
Properties=species:S:1:pos:R:3:forces:R:3
Cl 0.056342 -3.221948 -2.037806 -0.410 -0.969 -0.985
C -1.108062 1.057859 -1.599690 -0.115 1.504 0.040
C 0.189310 0.334371 -1.846824 -0.699 -0.400 1.972
N 0.660346 -0.303835 -0.467526 1.548 -1.948 -1.093
C 1.892812 -1.249490 -0.811931 0.243 2.176 0.288
C 1.233677 0.693428 0.597874 -1.105 -0.436 -0.921
C 2.476047 1.567713 0.216634 -1.098 -1.092 -0.056
C -0.409742 -1.334383 0.080145 -0.630 1.130 1.199
C -1.262714 -0.911315 1.350941 1.704 0.401 -2.720
O -1.813890 0.405401 1.103907 0.059 -1.887 0.128
C -2.719484 0.634012 2.125659 -1.044 0.667 1.141
H -0.957744 1.940022 -0.977357 0.104 -0.275 0.788
H -1.887314 0.430535 -1.166885 0.178 0.176 -0.275
H -1.478695 1.616269 -2.459292 -0.015 -0.790 -0.692
H 0.985600 1.012880 -2.152839 -0.006 -0.381 -0.199
H -0.035031 -0.505180 -2.504793 0.787 -0.163 -0.014
H 2.241803 -1.624066 0.150360 -0.040 -0.150 -0.151
H 2.627188 -0.552584 -1.215804 0.198 -0.059 0.072
H 1.715679 -2.032244 -1.549508 -0.690 0.163 0.374
H 1.467824 -0.025065 1.383393 0.142 0.469 0.300
H 0.354153 1.272632 0.879015 0.259 0.127 0.150
H 2.409684 2.000971 -0.781357 -0.013 -0.266 -0.100
H 3.337597 0.905217 0.299854 0.240 0.546 -0.090
H 2.541815 2.431452 0.878249 0.038 -0.322 0.293
H 0.051028 -2.292950 0.318778 0.582 0.394 0.120
H -0.961480 -1.653797 -0.803964 -0.369 0.527 0.250
H -0.625732 -0.980004 2.232776 0.095 0.682 0.293
H -1.979291 -1.719621 1.496785 -0.580 0.280 -0.272
H -3.517972 -0.103785 2.204211 0.337 -0.785 0.047
H -3.349371 1.516478 2.013450 0.763 0.606 -0.401
H -2.134384 0.691026 3.043545 -0.463 0.076 0.513
```
Positions in Å, forces in eV/Å.

ORCA calculation (the ωB97M-V functional and the def2-TZVPD basis) on a 11-piece molecular cluster, C22H66O14 overall in a non-equilibrium geometry.

Summary:
SMILES: OCCO.OCCO.OCCO.CCO.CCO.CCO.CCO.CCO.CCO.CCO.CCO
Electronic energy: -52544.364 eV
Energy above the lowest of the compared OMol25 structures with the same formula, charge and spin: 49.7 kcal/mol
Kohn-Sham gap: 9.0 eV

```
102
Properties=species:S:1:pos:R:3:forces:R:3
O 0.965444 -2.623141 -3.403362 0.304 -1.534 0.232
C 0.784662 -4.080674 -3.492857 -1.014 1.671 1.806
C 0.198190 -4.659307 -2.134491 1.411 -0.185 -0.328
O -0.995782 -4.099418 -1.601176 0.465 -0.792 -1.241
H 0.128787 -2.217589 -3.642359 -0.162 -0.318 -0.214
H 0.064514 -4.330960 -4.271860 0.267 0.068 -0.352
H 1.798462 -4.433901 -3.681368 -0.285 -0.519 -0.017
H 0.985347 -4.654544 -1.380534 0.299 0.767 0.271
H 0.146503 -5.742344 -2.246095 -0.955 -0.142 -0.371
H -0.761174 -3.199875 -1.361608 0.180 0.535 0.439
O 3.041150 2.611643 -0.953030 -1.667 -0.271 0.844
C 4.204024 2.553279 -1.667276 2.335 -0.130 -1.685
C 4.373450 1.259440 -2.481615 -0.661 -1.136 1.464
O 5.610874 1.278343 -3.102755 1.021 0.554 -1.151
H 2.862334 3.510006 -0.665669 -0.003 0.075 -0.077
H 4.373525 3.364693 -2.375065 -0.724 0.306 -0.393
H 5.078673 2.709388 -1.035839 0.254 -0.641 0.407
H 3.589010 0.966444 -3.179405 -0.530 0.988 -0.197
H 4.439480 0.350547 -1.883585 -0.621 0.177 1.146
H 5.586240 0.477108 -3.630976 0.610 0.063 -0.272
O 2.658827 -1.479319 0.392377 -0.126 -0.548 -0.329
C 3.603738 -2.327100 -0.251240 -0.085 -0.575 0.993
C 4.411404 -3.069565 0.833234 0.343 0.508 -0.578
O 3.784637 -4.163681 1.436734 -0.324 -0.628 -0.011
H 3.202092 -0.768923 0.741393 -0.142 0.800 0.520
H 3.036299 -3.024478 -0.867514 0.187 -0.009 -0.147
H 4.272633 -1.708910 -0.850004 0.151 -0.172 -0.238
H 4.694179 -2.336428 1.588645 0.087 0.240 0.076
H 5.345292 -3.443949 0.413961 0.002 -0.116 -0.155
H 3.138630 -3.891644 2.092676 -0.068 0.266 -0.130
C 0.079706 4.419056 -1.988480 -0.827 -0.006 0.708
C -0.509187 3.395863 -2.923023 0.769 0.224 -0.662
O -0.913554 4.003246 -4.171455 -0.090 -0.611 0.754
H -0.746659 5.056970 -1.674956 0.314 0.505 0.022
H 0.904087 4.985993 -2.420995 -0.111 0.049 -0.123
H 0.437904 3.913103 -1.091925 0.119 -0.053 0.086
H -1.363474 2.888857 -2.474418 -0.117 0.176 -0.208
H 0.275801 2.653569 -3.067543 -0.114 -0.399 -0.446
H -0.127527 4.407030 -4.546580 0.047 0.048 -0.095
C 5.047774 0.417563 3.273957 0.507 -0.666 1.167
C 4.245001 1.384718 2.491215 -0.910 -1.152 -0.763
O 3.958000 0.764875 1.199043 0.410 0.727 0.900
H 4.795857 -0.630616 3.112832 0.212 0.022 -0.999
H 4.664759 0.436218 4.294269 0.768 0.672 0.481
H 6.116426 0.615316 3.190450 -0.041 -0.423 0.274
H 4.744891 2.346716 2.378250 -0.129 0.006 -0.100
H 3.342647 1.458018 3.098236 -0.541 0.670 -0.611
H 3.521606 1.413870 0.642294 -0.255 0.309 -0.448
C -2.289002 -2.165352 3.496809 -0.493 0.338 1.160
C -3.458750 -1.191701 3.958886 2.086 -1.961 -1.129
O -3.811559 -0.509892 2.768321 -0.352 0.734 0.209
H -1.448808 -1.579530 3.123990 -0.241 0.088 -0.255
H -2.546470 -2.947269 2.782372 -0.390 0.380 -0.187
H -1.876047 -2.705022 4.349049 -0.150 0.002 0.293
H -3.011467 -0.537127 4.706930 -0.290 0.225 0.036
H -4.311248 -1.740393 4.359253 0.015 0.018 0.113
H -4.197289 0.328449 3.032897 -0.224 0.140 -0.196
C -3.312531 3.309999 0.419501 -0.440 -0.595 -0.517
C -3.971955 3.221808 1.777477 0.153 0.241 -0.661
O -3.423007 4.259256 2.562508 0.065 0.037 0.365
H -3.574854 2.403685 -0.126293 0.076 -0.165 -0.128
H -2.224651 3.352824 0.472214 -0.037 0.144 0.167
H -3.708311 4.123376 -0.188666 0.200 0.247 0.231
H -3.805235 2.221295 2.176559 0.316 -0.062 0.398
H -5.050935 3.322343 1.660031 -0.184 0.150 0.046
H -3.829346 4.273299 3.432155 -0.081 -0.012 0.059
C -2.196258 -0.728583 -2.927691 0.402 -0.231 0.489
C -1.205967 -0.450255 -4.073052 -1.058 -0.764 0.199
O -1.098239 -1.678743 -4.839059 -0.195 0.794 -0.187
H -3.194857 -1.065641 -3.205730 0.036 0.092 -0.699
H -2.394131 0.065970 -2.208224 0.386 0.314 -0.155
H -1.781889 -1.566204 -2.366635 0.017 0.055 0.181
H -0.189293 -0.289417 -3.714426 -0.154 0.361 0.108
H -1.538264 0.364724 -4.716070 0.200 0.123 -0.024
H -1.987295 -1.861391 -5.151820 -0.069 -0.272 -0.065
C -0.774069 1.108567 3.713454 0.156 -1.155 -1.061
C -0.913823 2.460743 4.304590 -0.145 0.254 -0.849
O 0.159883 2.614873 5.168482 1.259 0.598 1.481
H -0.637761 0.403125 4.533128 -0.149 -0.235 -0.154
H 0.111023 1.057111 3.079369 0.478 0.131 0.253
H -1.522312 0.766398 2.998511 -0.645 0.141 0.402
H -1.833424 2.551247 4.882725 -0.095 0.280 -0.133
H -0.796314 3.231380 3.542757 -0.910 0.131 -0.144
H 0.864275 3.047786 4.680625 0.088 -0.044 0.202
C -4.871842 -3.050470 -1.241877 -0.545 0.124 0.905
C -4.729015 -2.493380 0.165905 1.522 0.591 -0.483
O -4.381864 -1.090168 0.008125 -0.733 -0.738 0.133
H -5.353731 -4.023448 -1.145939 0.205 -0.180 -0.399
H -3.897058 -3.105070 -1.726556 -0.159 -0.134 -0.032
H -5.542593 -2.383843 -1.783923 0.036 -0.069 -0.208
H -3.877966 -2.960069 0.661910 0.199 -0.296 -0.025
H -5.559668 -2.708265 0.838169 -0.547 0.517 -0.270
H -4.148468 -0.785169 0.887954 0.121 0.145 0.295
C 0.232004 0.597107 -0.505287 -0.468 0.980 -0.091
C -0.467959 -0.531173 0.180838 0.235 -0.575 -1.344
O 0.057932 -1.706020 -0.479992 -1.344 -0.001 1.319
H 0.114177 0.576317 -1.588703 -0.543 -0.068 0.011
H 1.317723 0.585585 -0.409578 -0.102 0.109 0.674
H -0.254917 1.481079 -0.093441 0.538 0.740 -0.208
H -1.551191 -0.499532 0.063795 -0.064 -0.128 -0.588
H -0.382798 -0.428723 1.262667 0.768 -0.711 0.251
H 0.981910 -1.702004 -0.219503 0.692 -0.232 -0.038
```
Positions in Å, forces in eV/Å.